Entry 1:
An isolated molecule of C4H5NS2 at a distorted geometry. Source: the Open Molecules 2025 dataset; level of theory: wB97M-V/def2-TZVPD.

Summary:
spin multiplicity = 1
highest occupied orbital energy = -8.92 eV
lowest unoccupied orbital energy = -0.7 eV
energy above the lowest of the compared OMol25 structures with the same formula, charge and spin = 72.90 kcal/mol
charge = 0
Kohn-Sham gap = 8.20 eV

Geometry (Å):
C (-1.90, 0.80, 1.12)
C (0.67, 0.64, 0.23)
C (1.03, -0.28, -1.00)
C (0.32, -1.52, -1.10)
H (-3.08, 1.08, 1.18)
H (0.74, -0.18, 1.09)
H (1.61, 1.16, 0.24)
H (2.05, -0.63, -0.98)
H (0.74, 0.18, -1.98)
N (-0.01, -2.70, -1.02)
S (-1.30, -0.41, 2.12)
S (-0.87, 1.87, 0.09)

Atomic partial charges in e from the Mulliken method, atoms 1 to 6: C -0.04; C -0.73; C -0.25; C 0.15; H 0.28; H 0.33

---

Entry 2:
An isolated molecule of C4H5NS2 at a distorted geometry. Source: the Open Molecules 2025 dataset; level of theory: wB97M-V/def2-TZVPD.

Summary:
spin multiplicity = 1
highest occupied orbital energy = -8.43 eV
lowest unoccupied orbital energy = -0.9 eV
energy above the lowest of the compared OMol25 structures with the same formula, charge and spin = 80.83 kcal/mol
charge = 0
Kohn-Sham gap = 7.51 eV

Geometry (Å):
C (1.78, -0.18, -0.15)
C (-0.20, 0.96, -0.04)
C (-1.36, 0.09, 0.13)
C (-0.52, -1.09, -0.10)
H (2.12, 0.76, -0.34)
H (0.04, 1.16, 1.17)
H (-0.27, 1.94, -0.68)
H (-1.96, 0.24, 1.07)
H (-2.11, 0.46, -0.60)
N (0.56, -0.22, -0.41)
S (2.83, -1.47, 0.05)
S (-0.92, -2.66, -0.09)

Atomic partial charges in e from the Mulliken method, atoms 1 to 6: C -0.13; C -0.44; C -0.45; C 0.08; H 0.34; H 0.24

---

Entry 3:
A structure of composition C4H5NS2 at a distorted geometry. Source: the Open Molecules 2025 dataset; level of theory: wB97M-V/def2-TZVPD.

Summary:
spin multiplicity = 1
highest occupied orbital energy = -8.61 eV
lowest unoccupied orbital energy = 0.2 eV
energy above the lowest of the compared OMol25 structures with the same formula, charge and spin = 114.97 kcal/mol
charge = 0
Kohn-Sham gap = 8.78 eV

Geometry (Å):
C (0.96, 0.53, 0.08)
C (-0.68, 0.89, 0.24)
C (-1.76, -0.12, -0.18)
C (-2.83, -0.74, -0.23)
H (3.52, -0.30, -0.57)
H (0.36, -1.46, 0.19)
H (-0.77, 1.32, 1.17)
H (-0.73, 1.93, -0.33)
H (-3.78, -1.27, -0.09)
N (1.08, -0.78, -0.12)
S (2.51, -1.64, 0.01)
S (2.13, 1.65, -0.15)

Atomic partial charges in e from the Mulliken method, atoms 1 to 6: C 0.42; C -0.54; C -0.52; C 0.02; H 0.15; H 0.28

---

Entry 4:
An isolated molecule of C4H5NS3 at a distorted geometry. Source: the Open Molecules 2025 dataset; level of theory: wB97M-V/def2-TZVPD.

Summary:
spin multiplicity = 1
highest occupied orbital energy = -9.00 eV
lowest unoccupied orbital energy = -1.4 eV
energy above the lowest of the compared OMol25 structures with the same formula, charge and spin = 92.14 kcal/mol
charge = 0
Kohn-Sham gap = 7.61 eV

Geometry (Å):
C (-1.76, -0.24, -0.27)
C (0.63, -0.11, 0.30)
C (0.93, -1.24, 0.97)
C (1.62, 0.23, -0.78)
H (-1.69, 2.24, -0.50)
H (-1.47, -1.31, -0.57)
H (0.20, -1.58, 1.81)
H (1.84, -1.83, 0.94)
H (1.00, 0.42, -1.88)
N (-0.64, 0.46, 0.23)
S (-0.68, 2.19, 0.48)
S (-3.29, 0.10, -0.39)
S (3.32, 0.67, -0.34)

Atomic partial charges in e from the Mulliken method, atoms 1 to 6: C -0.03; C 0.24; C -0.62; C -0.32; H 0.14; H 0.25

---

Entry 5:
A structure of composition C4H5O5Pb at a distorted geometry. Source: the Open Molecules 2025 dataset; level of theory: wB97M-V/def2-TZVPD.

Summary:
spin multiplicity = 2
highest occupied orbital energy (alpha / beta) = -4.96 / -9.88 eV
lowest unoccupied orbital energy (alpha / beta) = -0.1 / 0.2 eV
energy above the lowest of the compared OMol25 structures with the same formula, charge and spin = 0.00 kcal/mol
⟨S²⟩ = 0.76
charge = 0
Kohn-Sham gap (alpha / beta) = 4.87 / 10.06 eV

Geometry (Å):
O (-0.40, 1.25, -0.85)
O (-1.30, -1.47, -0.09)
C (-0.25, -1.71, 0.49)
C (1.09, -1.15, 0.13)
O (1.15, -0.46, -1.07)
C (0.93, 0.96, -1.01)
Pb (-1.89, 0.02, -1.57)
H (-0.27, -2.34, 1.40)
H (1.78, -2.01, 0.10)
H (1.41, -0.53, 0.99)
H (1.33, 1.33, -1.97)
H (1.52, 1.37, -0.16)
O (-2.58, 1.23, 0.56)
C (-1.59, 1.63, 1.08)
O (-0.90, 1.88, 1.99)

Atomic partial charges in e from the Mulliken method, atoms 1 to 6: O -0.78; O -0.58; C -0.09; C -0.34; O -0.42; C -0.18

---

Entry 6:
An isolated molecule of C4H5OP at a distorted geometry. Source: the Open Molecules 2025 dataset; level of theory: wB97M-V/def2-TZVPD.

Summary:
spin multiplicity = 1
highest occupied orbital energy = -8.79 eV
lowest unoccupied orbital energy = 1.1 eV
energy above the lowest of the compared OMol25 structures with the same formula, charge and spin = 77.24 kcal/mol
charge = 0
Kohn-Sham gap = 9.85 eV

Geometry (Å):
C (-1.47, -0.52, -0.75)
C (-2.15, 0.12, 0.15)
C (-0.75, 0.58, 0.30)
C (1.87, -0.27, 0.21)
O (0.10, 1.69, -0.01)
P (0.79, 0.77, 1.22)
H (-1.44, -0.99, -1.74)
H (-3.02, 0.23, 0.66)
H (2.77, 0.28, -0.09)
H (1.29, -0.58, -0.62)
H (2.01, -1.30, 0.68)

Atomic partial charges in e from the Mulliken method, atoms 1 to 6: C -0.42; C -0.35; C 0.40; C -0.85; O -0.39; P 0.01

---

> energy above the lowest of the compared OMol25 structures with the same formula, charge and spin of number 1 (C4H5NS2)?

72.90 kcal/mol

---

> Which value of spin multiplicity does entry 4 give?

1